[1]
Below is 8 unconnected molecules or ions with the total composition C28H62N9O7, with properties calculated with wB97M-V/def2-TZVPD.

Values from the calculation:
Lowest unoccupied orbital energy   -3.76 eV
E_tot   -2123.2445 a.u.

```
! RIJCOSX wB97M-V def2-TZVPD def2/J DEFGRID3
* xyz 1 1
H 3.440 -5.351 5.238
C -5.223 -0.193 0.806
C 1.394 -2.953 5.865
H 4.741 0.682 4.240
H -0.373 -1.359 -2.183
H 3.412 5.153 -9.202
O -2.700 5.553 -3.103
H 4.318 -8.646 1.278
O 4.891 -3.006 5.025
H 1.117 -3.006 6.921
H 3.273 -0.692 0.607
N -0.819 -3.181 -1.351
H -3.919 2.048 2.340
C 2.047 -7.184 -0.362
C -2.738 4.271 -6.470
H 6.108 -0.177 2.257
H -1.813 3.227 4.399
H 1.944 -6.677 2.293
N -3.809 -0.617 0.848
N 3.025 -7.171 0.582
C -2.224 3.499 0.259
H -4.453 3.300 -2.025
C 5.237 -0.837 2.255
C -3.463 2.533 0.124
O 1.006 -6.555 -0.302
C 3.734 -2.662 5.189
H -0.318 5.856 -7.805
H -2.827 1.891 5.012
H -2.217 4.604 0.031
H 4.238 -8.510 -0.493
H -6.431 1.975 -1.201
C -1.779 -4.030 -0.669
H -0.770 -0.262 3.712
H 3.378 5.863 -7.572
C -1.030 2.894 0.728
H 0.370 -4.588 -2.316
C 2.846 -6.354 1.767
H 3.839 -4.780 6.870
H -3.377 -0.649 -0.087
H -2.954 5.260 -6.875
N -2.626 4.313 -5.023
C 0.153 1.181 5.793
H -0.357 3.347 1.507
H -5.751 -0.791 0.007
H -6.496 1.523 1.138
C 0.490 -3.717 -1.668
C 3.054 -0.035 1.463
C 2.815 5.734 -8.500
H 3.708 -6.447 2.428
N 4.035 -0.037 2.400
O 2.022 0.613 1.527
C 3.877 0.788 3.584
N 2.748 -3.442 5.704
H -5.059 3.341 1.440
H 5.307 -1.534 3.095
H -2.994 6.336 -4.951
C -2.340 3.091 -4.303
C 1.232 3.870 -8.763
H 0.013 1.723 6.742
C -2.780 5.462 -4.317
H -1.534 1.145 2.925
H -1.411 3.215 -3.742
H 2.722 -5.310 1.470
H 3.388 -1.651 4.921
H -1.795 3.910 -6.889
C 3.062 -4.800 6.103
H 0.983 -4.018 -0.742
H -3.241 -0.049 1.480
H 0.240 1.065 3.102
O -2.259 -1.405 -1.430
N -5.569 2.035 -0.638
H -1.350 -5.014 -0.481
H 0.717 -3.581 5.279
C -1.869 2.408 5.121
C -5.461 1.382 0.697
C 4.240 -7.948 0.441
H -2.955 1.556 -0.199
O 0.198 3.262 -8.554
H -3.544 3.587 -6.745
C -4.437 2.386 1.400
N 1.563 5.065 -8.206
C -4.516 2.736 -1.048
H -5.686 -0.518 1.801
H 2.603 6.714 -8.935
C -1.173 -1.916 -1.670
H 5.220 -1.402 1.323
H 1.310 -1.921 5.524
H 1.105 -2.974 -2.177
H 2.973 0.485 4.117
H 2.282 -7.834 -1.219
H 1.024 6.632 -6.921
H -0.772 1.860 0.329
H -1.798 2.817 6.129
O 1.074 0.406 5.624
H 2.005 3.481 -9.445
C -0.717 0.820 3.570
H -2.061 -3.564 0.278
H 2.174 -5.297 6.494
H -3.153 2.899 -3.599
H 5.099 -7.273 0.450
H -2.244 2.253 -4.992
H 0.454 5.008 -6.448
H 3.771 1.833 3.283
N -0.794 1.473 4.863
H -2.673 -4.131 -1.289
C 0.630 5.685 -7.289
*
```



[2]
Below is 6 unconnected molecules or ions with the total composition C24H54ClN8O9P2, with properties calculated with wB97M-V/def2-TZVPD.

Values from the calculation:
Lowest unoccupied orbital energy (spin up / spin down)   -1.12 / -5.04 eV
E_tot   -3204.5489 a.u.

```
! RIJCOSX wB97M-V def2-TZVPD def2/J DEFGRID3
* xyz 0 2
H 3.095 1.459 -4.573
O -2.079 0.617 1.103
O 0.600 -0.076 -4.581
C -1.001 5.295 2.428
H 0.378 -3.112 -2.729
N -1.522 4.098 2.150
H -0.785 0.998 5.382
H 2.148 -1.386 2.494
H 1.323 4.718 4.158
H -0.532 3.785 -3.574
H 1.955 -2.500 0.233
H -0.704 -1.694 -3.054
N 2.382 -2.346 2.286
H 1.001 -0.156 6.244
H -1.359 -3.140 -2.677
H -3.276 -2.977 -8.360
H 1.165 2.822 8.834
H 1.979 5.502 5.673
H 0.839 3.594 -2.419
H -0.417 3.456 7.640
H 3.032 0.163 -5.807
H 0.351 -4.884 -4.293
C 2.835 -4.572 2.741
H 1.543 1.244 9.415
Cl -0.767 0.437 0.514
H -3.326 3.134 2.698
C -0.246 -2.434 -7.761
C -2.776 -5.177 -4.744
H 0.834 -0.506 7.945
N 0.808 3.983 6.071
P -1.847 -2.645 -5.547
H 1.531 -3.668 -4.849
H -2.546 -5.770 -5.629
H 0.177 -2.923 -8.638
O -0.178 -0.678 1.088
C -4.419 -3.695 -5.713
H 2.800 2.162 8.591
C 2.597 -4.367 1.315
H 2.490 -0.342 7.137
H -3.698 -5.508 -4.266
H -5.002 -3.240 -4.912
H -4.329 -3.182 -6.670
C -0.358 1.521 4.527
C -0.082 1.162 -4.309
N -3.027 -3.775 -5.130
H -0.497 -1.384 -7.911
C -0.056 3.135 -2.840
H -4.994 -4.619 -5.782
C -0.448 3.937 6.663
H -0.961 3.371 1.731
H 0.365 -4.501 -5.964
O -1.018 0.310 -0.934
C 1.735 1.927 8.588
H -0.743 4.961 6.894
H 0.543 -2.292 -7.023
C -2.840 4.095 2.613
H 2.914 1.028 4.247
H 3.975 0.127 -4.367
H -0.032 5.415 1.966
H 0.245 5.773 5.143
H -2.486 -4.612 -7.956
P 1.746 2.555 6.062
H 2.256 1.741 2.798
N -0.511 -3.074 -4.655
O -1.155 1.413 -4.895
O 3.243 2.676 5.949
H -0.720 2.874 -2.016
C 1.840 -0.336 -3.979
H 1.931 0.022 -2.953
C -2.369 -3.547 -8.158
O -2.389 -1.279 -5.397
H -1.243 3.553 6.024
H 1.680 0.139 3.599
C 1.106 5.105 5.154
N 1.091 1.835 4.603
H 2.495 -5.197 0.631
C 1.461 0.010 7.218
C 0.521 -4.056 -4.981
C 2.908 -3.234 3.224
H 3.252 -2.843 4.170
H -2.092 -5.309 -3.906
O 0.570 2.017 -3.477
C -3.116 5.354 3.274
H 2.944 -5.493 3.294
H -1.873 7.096 3.376
H -0.888 2.461 4.367
N -1.423 -3.057 -7.154
C -0.513 -2.750 -3.242
C 2.985 0.388 -4.741
H 1.994 -1.415 -3.968
H -4.015 5.583 3.827
H -0.667 0.909 3.679
C 1.988 1.180 3.693
O -0.043 1.680 0.671
C 2.219 -3.049 1.125
N 1.346 1.468 7.347
C -1.976 6.065 3.075
H -1.877 -3.552 -9.130
*
```



[3]
Below is a gas-phase ion, C5H10N3O3S (charge +1), with properties calculated with wB97M-V/def2-TZVPD.

Values from the calculation:
Lowest unoccupied orbital energy (spin up / spin down)   -6.14 / -6.69 eV
E_tot   -984.1290 a.u.

```
! RIJCOSX wB97M-V def2-TZVPD def2/J DEFGRID3
* xyz 1 1
N -0.001 0.541 1.102
C 0.415 -1.499 2.415
N -0.768 0.543 2.209
C 0.380 1.034 -1.210
O -0.298 -0.526 3.029
S 2.209 -1.448 0.291
C 0.660 -1.079 1.075
H -0.712 1.440 2.884
O 2.012 -1.064 -1.109
H 1.392 1.344 -0.906
O 0.615 -2.514 2.980
H 1.233 -3.426 -0.552
N -0.429 1.134 -0.056
C 1.853 -3.171 0.353
H -1.587 3.016 0.501
H -0.144 1.698 -1.971
H -2.020 2.277 -0.945
H 2.883 -3.598 0.163
H -2.522 1.425 0.492
H 0.413 -0.035 -1.396
C -1.616 1.996 -0.007
H 1.267 -3.469 1.217
*
```



[4]
Below is a molecular structure, C41H42N6O5S3SiSnTe, with properties calculated with wB97M-V/def2-TZVPD.

Values from the calculation:
Lowest unoccupied orbital energy   -0.31 eV
E_tot   -4258.7834 a.u.

```
! RIJCOSX wB97M-V def2-TZVPD def2/J DEFGRID3
* xyz 0 1
C 3.537 -2.471 -1.101
C -3.635 4.503 0.833
O 0.550 -2.422 0.362
S -2.233 -0.869 -1.920
C -1.750 4.944 -0.615
H -2.822 6.467 0.382
C -1.605 3.580 -0.906
H -2.184 2.349 4.257
N -3.152 -3.373 -2.054
C 1.394 2.353 -4.999
C -2.753 5.396 0.219
H 3.891 0.763 4.864
C 4.040 2.161 3.272
S 0.558 -1.511 1.582
C 1.525 -4.980 1.397
H 4.742 2.813 3.776
H -0.735 3.234 -7.480
N 7.082 -3.186 -1.666
C 2.668 3.076 -0.539
C -3.214 1.003 6.368
C 2.681 0.169 3.196
C 3.570 1.025 3.864
H -6.684 -2.080 -2.763
C 0.833 3.106 -6.019
H -1.056 5.640 -1.066
C -4.726 4.886 1.759
H -4.365 6.742 1.406
C 4.684 -0.523 -0.912
C -5.467 -3.835 -2.496
C -0.306 0.692 -5.281
H 2.530 -4.903 0.977
H 4.788 4.295 1.795
C 5.891 -1.142 -1.167
C -2.522 -0.943 4.916
H 4.000 4.766 -0.526
C -1.974 -1.464 3.754
N 3.515 -1.159 -0.883
Te 1.786 -0.027 -3.086
H -3.688 0.228 6.967
C 0.830 1.141 -4.618
H -0.268 -3.867 -2.077
H 4.637 -4.256 -1.567
H 7.880 -2.644 -1.945
H 2.341 -0.736 3.671
N -4.697 -1.632 -2.382
H 2.573 -2.964 -1.066
C 0.364 -4.527 -1.486
H -1.978 -5.272 0.510
C -2.606 0.432 5.118
C 2.679 1.671 1.293
H -4.152 2.444 1.049
O -0.977 -1.094 1.576
C -2.126 1.277 4.120
C -5.708 -2.499 -2.564
H -0.760 -0.248 -4.990
O 0.853 -2.190 2.802
H 6.811 -0.571 -1.193
C -1.484 -4.455 1.038
C -2.501 2.688 -0.294
H 0.023 -5.554 -1.644
H -1.901 -2.532 3.606
H -2.121 -3.572 0.956
Sn 0.312 0.735 -0.885
H -3.864 -5.269 -2.190
H -1.422 -4.735 2.091
C 2.239 0.464 1.923
O -4.957 6.208 1.943
H 1.546 -4.535 2.388
Si 0.230 -4.126 0.333
C -4.129 -4.217 -2.237
S -0.372 3.052 -2.023
H 2.280 2.712 -4.490
C -0.867 1.441 -6.306
O -5.409 4.093 2.352
C 5.906 -2.516 -1.426
C 3.612 2.499 1.971
H -2.889 -1.620 5.677
H 2.241 3.289 -1.511
H -2.442 1.636 -0.531
H 1.386 -4.458 -1.860
H -1.222 1.430 2.171
H 7.017 -4.097 -2.084
N 2.197 2.010 0.064
C 3.636 3.916 0.032
C -3.387 -2.036 -2.119
H 1.284 4.048 -6.309
C -3.477 3.140 0.568
H -4.836 -0.634 -2.446
C -1.515 -0.600 2.780
H -2.450 1.488 6.979
C 4.683 -3.191 -1.371
H -1.745 1.076 -6.825
C -1.579 0.771 2.954
H -6.247 -4.564 -2.646
H 4.641 0.547 -0.734
H -3.961 1.756 6.114
C -0.300 2.651 -6.679
C 4.082 3.645 1.293
N 1.384 -0.313 1.150
H 1.288 -6.040 1.510
*
```



[5]
Below is a molecular structure, C48H51N7O3OsS, with properties calculated with wB97M-V/def2-TZVPD.

Values from the calculation:
Lowest unoccupied orbital energy (spin up / spin down)   -3.48 / -3.76 eV
E_tot   -2957.4017 a.u.

```
! RIJCOSX wB97M-V def2-TZVPD def2/J DEFGRID3
* xyz 1 2
C -5.025 0.242 0.582
Os 0.318 0.332 0.567
C -3.272 0.918 -1.084
H -1.301 -4.467 -0.076
H 3.190 -4.409 1.009
C -1.864 2.760 -1.823
H 2.401 -4.590 2.577
S -1.477 -0.269 3.227
H 3.597 2.554 -2.833
H 2.143 -3.626 -2.471
H 1.389 4.016 -1.499
H 4.168 2.421 0.922
N -1.354 1.591 0.283
O -2.768 2.969 1.497
C -0.993 4.816 -0.546
N -0.856 -0.836 1.709
H -2.726 -1.792 -1.068
H 2.537 0.000 -5.164
H 2.272 -1.408 -1.394
C -4.311 -3.062 2.777
H 4.081 -2.884 2.850
C 4.110 1.668 -2.455
H 0.830 -0.869 -6.778
C -0.331 -2.560 0.210
H 4.024 3.521 -0.464
C 1.521 -0.206 -4.855
H 1.316 -1.616 2.761
C 2.236 -1.947 3.243
H -2.006 -0.765 -3.520
N 0.449 1.725 2.057
C 3.204 -2.599 2.260
C -4.022 1.041 -2.250
H 2.687 -1.105 3.763
H -6.311 -3.066 3.538
H -2.039 5.111 -0.478
H -5.826 0.240 -0.161
H 1.600 -3.699 1.288
H -4.388 -4.047 2.331
N 0.629 -1.707 -0.192
H 6.332 -2.432 -1.094
C 3.739 1.434 -0.989
C -0.499 -3.805 -0.369
C -0.716 -0.905 -5.281
H -2.935 -0.097 0.738
C 0.646 3.218 -1.576
H 1.841 0.423 -2.792
C 1.411 -3.349 -1.726
H 0.282 -5.174 -1.824
C 0.388 -4.203 -1.358
H 5.660 -0.215 -1.930
C -0.600 3.348 3.412
C 0.541 3.406 4.203
C -3.696 1.981 -3.209
C 4.106 0.052 -0.480
H -3.992 -2.259 0.095
C -0.607 2.490 2.335
H -4.044 0.501 4.259
C 1.559 1.783 2.792
H -0.792 4.367 -2.602
H -4.435 -1.594 -1.469
H -1.478 3.952 3.594
H -2.083 -3.800 1.645
H 1.963 -2.690 3.995
H -0.694 4.426 0.428
C 3.427 -0.532 0.614
H -0.389 5.706 -0.732
H -4.285 2.069 -4.114
N -0.083 -0.205 -3.108
C -1.027 -0.658 -3.964
C 5.513 -1.900 -0.627
C 3.797 -1.796 1.094
C 1.492 -2.105 -1.127
C 1.172 0.029 -3.541
O 3.775 0.981 2.837
O -0.432 0.032 -1.877
H 5.177 -3.411 0.832
H 5.181 1.848 -2.566
H 2.568 2.647 4.441
C -3.706 -1.521 -0.659
C -1.117 -2.047 1.348
C -0.760 3.800 -1.668
C -1.727 2.360 1.341
H -5.285 -0.485 1.358
H 5.461 2.515 -0.259
C 5.133 -0.651 -1.092
C -3.133 -2.346 2.679
H -1.497 -1.258 -5.940
N 2.337 0.198 1.205
C 0.574 -0.685 -5.744
C -5.393 -2.503 3.448
H 0.749 2.607 -0.673
C -2.175 1.759 -0.890
C -2.630 2.836 -2.982
N -2.017 -2.850 1.965
C 1.642 2.622 3.883
H -6.146 -0.783 4.492
H -2.397 3.602 -3.714
C -5.302 -1.224 3.982
H 3.861 0.821 -3.099
H -4.881 0.397 -2.402
H 0.888 2.605 -2.444
C -4.121 -0.501 3.855
C -3.034 -1.083 3.226
C 2.685 0.936 2.289
C 2.571 -3.902 1.747
H 2.655 1.539 -0.897
C 4.376 2.539 -0.138
H -4.978 1.234 1.033
C 4.855 -2.447 0.452
C -3.681 -0.116 -0.056
H 0.577 4.070 5.057
*
```



[6]
Below is C5H10O2 in the gas phase, with properties calculated with wB97M-V/def2-TZVPD.

Values from the calculation:
Lowest unoccupied orbital energy   1.03 eV
E_tot   -346.9765 a.u.
SMILES   OC[C@H]1CCCO1

```
! RIJCOSX wB97M-V def2-TZVPD def2/J DEFGRID3
* xyz 0 1
H -0.937 1.012 1.426
C -1.357 -1.269 0.242
O 0.627 -0.583 -0.885
H -0.858 -1.462 1.208
H 1.498 1.211 -1.462
C -0.656 -0.111 -0.451
H 1.581 2.013 0.909
C -0.390 1.092 0.480
H -1.234 0.181 -1.339
C 1.566 0.458 -0.660
O -1.383 -2.422 -0.562
H -2.398 -0.997 0.452
H -0.465 -2.568 -0.834
H 2.574 0.033 -0.665
C 1.130 1.045 0.674
H 1.388 0.337 1.470
H -0.687 2.029 -0.004
*
```